# 1
The following is a DFT calculation (ωB97M-V/def2-TZVPD) of a molecular structure, C15H31BDyN3O5PS3.

```
60
Properties=species:S:1:pos:R:3:mulliken_charge:R:1
H -0.69 1.75 2.46 0.333
O 2.04 -0.10 -1.71 -0.506
B -1.38 -2.43 -1.19 0.383
C 0.05 -1.82 -0.72 0.475
N 2.28 1.78 -0.30 -0.767
H 0.35 -3.53 0.79 0.432
P -1.11 -0.65 1.73 -0.286
C 1.34 1.10 -1.29 1.318
C -0.54 0.73 2.91 -0.465
Dy 2.16 -3.79 1.65 1.361
H 0.90 -3.85 -0.92 0.606
H -1.51 3.20 -2.98 0.515
S 4.94 2.10 -1.35 -0.109
H 0.01 1.60 0.37 0.842
C 0.89 -3.04 -0.13 -1.453
C -0.01 0.86 -0.48 -1.550
C -0.87 -2.23 2.73 0.371
N -0.53 5.76 -2.46 -0.069
H -2.39 -2.93 4.27 0.328
H 3.26 -4.68 0.46 0.311
C 3.45 1.74 -0.82 0.299
H 3.06 -4.16 -1.34 0.341
C 0.07 -0.58 0.26 -0.099
H -1.27 -3.15 2.21 0.351
H 0.25 -2.41 2.88 -0.360
H -2.15 0.36 -0.93 -0.271
H 1.76 3.44 -2.32 0.200
H -3.15 2.39 -0.75 0.440
O 0.17 -0.78 -3.31 -0.634
N -2.70 -2.41 -0.51 -0.522
H 4.26 -3.34 -0.28 0.420
O 1.84 -2.43 -2.75 -0.746
S 1.24 2.22 -2.76 -0.193
C -1.37 1.10 -1.25 -0.493
H -3.01 -1.47 -0.24 0.371
C 0.98 0.47 3.32 -0.747
C -2.04 2.53 -0.89 -0.873
S 1.02 -1.30 -2.22 1.338
H -1.65 2.96 0.07 0.294
H -2.26 -1.15 4.11 0.304
H 1.67 1.32 3.04 0.288
H 1.11 -0.56 0.72 0.552
H -0.50 5.38 -3.42 0.363
C -0.91 4.76 -1.45 -0.583
H -2.59 -2.93 0.37 0.258
H -2.90 4.11 -2.22 0.354
H 1.43 -0.47 2.86 0.039
C -1.66 -2.10 4.11 -1.116
H -1.32 1.05 -2.36 0.749
C 3.22 -3.78 -0.30 -0.486
H 0.06 4.31 -1.06 0.248
H -0.97 -2.11 5.00 0.310
O 2.31 -2.70 0.11 -0.143
C -1.89 3.64 -2.03 -0.584
H -1.42 5.31 -0.61 0.379
H -1.14 0.72 3.86 0.515
H -2.26 -3.17 -2.74 0.330
H 1.06 0.35 4.44 0.300
H 0.38 6.18 -2.21 0.355
O -1.34 -3.15 -2.41 -0.623
```

Calculated values
Spin multiplicity = 6
Charge = +3
E_tot = -97284.1266 eV
F_max = 0.2682 hartree/bohr
Expectation value of S² = 9.778
Orbital gap (spin up / spin down) = 5.83 / 3.92 eV

***

# 2
The following is a DFT calculation (ωB97M-V/def2-TZVPD) of a molecular structure, C15H31CeF5OP2Te.

```
56
Properties=species:S:1:pos:R:3:mulliken_charge:R:1
H 1.11 -2.77 3.60 0.559
F -2.69 3.12 1.11 -0.447
H 4.09 -0.93 -2.78 0.479
Te -4.16 2.07 1.73 1.548
C 1.16 2.56 0.07 -0.650
H 2.32 -2.70 -3.13 0.453
C 3.51 -0.16 -2.26 -1.370
H 1.98 2.38 -1.92 0.431
C 1.04 0.94 2.09 -1.609
F -2.85 1.43 3.01 -0.518
H 0.09 2.74 0.31 0.107
C -0.20 0.26 1.76 1.051
C -2.66 2.12 -2.21 -1.194
H 2.60 -0.66 0.72 0.409
H -2.30 -1.99 2.32 0.372
H 0.63 -2.93 -0.06 0.470
H -1.22 0.04 -1.63 0.229
C -0.93 0.58 0.39 -1.554
C 2.31 -1.50 0.07 -1.064
C 0.89 0.58 -1.55 0.249
H -1.68 1.87 -2.63 0.275
H 4.11 0.26 -1.44 0.438
P 1.99 -0.88 -1.62 0.675
H 1.64 3.54 -0.03 0.651
F -4.90 2.57 -0.17 -0.620
H -2.56 2.94 -1.47 0.304
H 0.88 -1.74 -3.57 0.422
C 1.44 -2.18 -2.73 -1.175
H 3.27 0.66 -2.96 0.420
H 2.30 2.58 1.90 0.491
H 1.71 -3.09 1.36 0.735
O -3.86 0.42 0.78 -0.771
H -1.65 -3.14 1.10 0.458
H 3.23 -2.11 -0.02 0.631
H 0.32 -1.28 4.22 0.455
H 1.39 0.73 3.08 0.830
C -1.44 -2.59 2.03 -1.345
C 1.19 -2.37 0.70 -1.163
F -3.06 -1.06 -2.30 -0.539
H -1.93 0.14 0.52 0.467
Ce -4.11 0.49 -1.43 1.823
H -1.20 -3.32 2.82 0.456
C 1.83 1.80 1.27 -0.857
C 1.38 1.86 -1.16 -1.173
H 0.70 0.59 -2.65 0.878
H -1.16 1.65 0.26 0.674
H -3.34 2.46 -3.02 0.530
H 1.88 -1.18 3.33 0.549
C -0.41 -0.03 -0.88 -0.624
P 0.00 -1.58 1.86 0.942
H 2.68 1.22 0.89 0.378
F -5.79 0.85 -2.60 -0.502
H 0.80 -2.91 -2.23 0.388
H -0.99 0.51 2.50 0.460
H -0.30 -1.13 -0.73 0.245
C 0.93 -1.70 3.42 -1.759
```

Calculated values
Charge = +2
E_tot = -70476.1619 eV
F_max = 0.0619 hartree/bohr
Energy above the lowest of the compared OMol25 structures with the same formula, charge and spin = 12.6 kJ/mol
Orbital gap (spin up / spin down) = 4.28 / 4.28 eV

***

# 3
The following is a DFT calculation (ωB97M-V/def2-TZVPD) of 2 unconnected molecules or ions with the total composition C15H31Cl2N2O3.

```
53
Properties=species:S:1:pos:R:3:nbo_charge:R:1
H 1.49 0.25 1.86 0.239
H -0.11 0.30 -1.85 0.237
N 1.45 2.34 2.12 -0.214
C -0.70 -0.01 2.90 -0.620
C -0.04 2.32 1.86 -0.207
H -0.86 1.93 3.82 0.214
O -3.57 -3.36 -2.93 -0.524
H -0.42 -2.63 -3.41 0.227
H 2.37 3.42 0.50 0.242
C -2.50 -2.49 -3.19 0.111
H -1.93 -5.17 -3.96 0.204
H 3.14 5.07 2.68 0.240
H -0.18 2.02 0.83 0.233
Cl -1.16 -2.81 -5.59 -0.033
H -6.14 -4.17 -2.61 0.465
H 1.61 1.58 4.11 0.237
N -4.94 -5.02 -3.84 -0.370
H 1.12 2.21 -0.86 0.188
H -0.94 -4.83 -2.54 0.229
H 0.20 -0.27 3.45 0.199
H 1.30 4.36 1.52 0.225
O -4.28 -3.20 -5.03 -0.503
H 3.08 0.05 0.07 0.243
H -1.93 1.68 2.48 0.244
C 3.10 3.14 3.69 -0.432
O -5.59 -4.95 -2.55 -0.555
H -4.23 -5.72 -3.68 0.363
H -0.25 -4.93 -4.14 0.237
C 1.71 2.54 3.60 -0.209
H 3.02 0.96 2.29 0.226
H -0.08 0.10 -0.11 0.186
C 2.07 3.60 1.52 -0.219
C 0.55 0.13 -1.00 -0.616
C -4.24 -3.78 -4.04 0.851
C 2.62 1.04 0.20 -0.427
H -1.54 -0.46 3.44 0.243
H -0.37 3.35 1.94 0.223
Cl -1.99 -1.87 -1.58 -0.068
H -2.79 -1.63 -3.76 0.223
C -0.91 1.50 2.81 -0.428
C 2.15 1.08 1.65 -0.225
H 3.45 1.74 0.07 0.213
H 0.96 3.24 3.97 0.224
H -0.67 -0.48 1.92 0.212
C -1.26 -3.13 -3.83 -0.230
H 4.19 3.88 1.95 0.234
H 1.01 -0.85 -1.12 0.219
C -1.10 -4.60 -3.58 -0.623
H 3.86 2.35 3.68 0.221
H 2.15 1.24 -1.86 0.232
C 1.60 1.23 -0.92 -0.412
C 3.23 4.01 2.44 -0.423
H 3.24 3.70 4.61 0.253
```

Calculated values
Charge = +1
E_tot = -50217.5883 eV
F_max = 0.0829 hartree/bohr
Orbital gap = 9.24 eV